DFT (ωB97M-V/def2-TZVPD) results for a structure of composition C28H59N3O14S6 at a distorted geometry.

```
110
C28H59N3O14S6 | OMol25 | ωB97M-V/def2-TZVPD
O -1.82722 -2.15734 4.09817
H -0.20698 5.54901 0.14768
N 2.06140 3.69538 -1.13267
O -3.90068 -2.04170 -7.61789
H 6.45613 2.16177 2.38737
C 6.69005 1.13465 2.10454
N 2.11971 5.99756 -0.36545
H 4.50415 -7.69538 5.43439
H 2.41269 3.27923 1.41787
H -2.54745 3.80815 -3.50959
S -0.31911 1.85638 -2.11608
H 4.27553 -5.79940 3.64996
C -1.38674 -1.38744 -5.59539
O 0.25795 -7.95463 3.77577
H 3.99442 0.95850 0.00135
H -2.04313 -2.21640 -3.71511
C 7.29125 1.07257 0.70524
C -2.78597 6.09657 -5.97493
H -0.35304 -1.33437 -5.25362
C -2.21928 4.77841 -5.43879
H -1.91058 3.52316 2.77555
S 5.14807 0.24558 1.96191
H -2.79062 3.94276 -5.85140
H -1.67000 3.73296 0.23128
H 0.21697 4.55176 1.55488
C -3.63209 -4.87205 2.58983
H 1.80221 6.54155 0.44135
S -1.71727 -3.06435 2.97765
O 4.11617 0.98053 2.65725
C -0.66031 3.46398 -0.17230
H 7.70540 0.07772 0.52000
H 1.71344 -5.09358 3.50147
H 0.01480 0.56092 1.79118
O -0.81531 -2.80817 1.87699
H -1.15927 -0.26766 3.75925
C 0.24229 4.57094 0.44379
H -3.19714 3.00518 1.64892
O 0.36456 1.33549 -0.68814
C -4.11718 6.29579 -5.25957
C -2.37015 -1.45066 -4.42386
H 7.31529 0.66924 2.86407
C 4.94991 0.47339 0.19557
N 2.63784 4.22109 1.10386
H -4.06152 -2.75130 2.88037
O -3.31884 7.02241 -2.86244
H -2.65262 0.54824 4.31713
H -3.26103 -4.85904 4.72005
H 0.17106 2.25295 2.38601
H -1.17810 4.63759 -5.73004
C 3.47122 -6.13785 4.30282
H -2.78326 -6.36910 3.93773
C 1.76059 4.58777 -0.01994
H 2.17823 -6.57327 2.61365
H 1.94429 4.22855 -1.99566
H 3.07264 3.55517 -1.08815
C -0.45441 1.57500 1.76406
H -2.10484 6.91710 -5.73305
C 2.12255 -6.09842 3.59401
C -3.36030 -3.38524 2.33807
O -1.34979 0.98485 -2.71046
C -1.42267 -4.70867 3.60224
C 2.35829 -8.05864 5.38664
H -4.69711 -5.05831 2.73141
C -2.36657 4.80144 -3.91415
H 3.88842 -8.21003 3.86797
H 4.96876 -0.50976 -0.27341
H -4.31850 -2.43147 -4.29769
O 5.39865 -1.15244 2.22123
H 6.40388 1.11762 -1.29085
C -0.54054 1.97120 0.26589
H 2.17337 -9.11639 5.20942
H -3.30961 -5.45670 1.72435
C -1.88203 1.36497 2.39030
O 0.74246 2.04791 -3.12607
C -2.65399 2.71939 2.57967
H -4.87552 5.61008 -5.63930
H -1.05251 1.44330 4.39449
H -3.38577 -3.14241 1.27720
H -1.53434 1.54610 -0.04735
H -1.24198 -2.58865 -7.42910
C 6.13024 1.33786 -0.25862
H 3.45156 -5.48598 5.18019
S -3.77848 5.84660 -3.56465
H -2.48762 0.65705 1.78118
H 2.34221 -7.85363 6.45660
H -1.58871 -0.49868 -6.19939
H 2.48422 4.88251 1.85926
H -0.88114 -5.26363 2.83413
H -0.83295 -4.65756 4.51447
H 5.85247 2.39434 -0.21142
C -1.67590 0.72318 3.81599
H -1.49345 5.24214 -3.43560
S -3.42021 -2.78424 -6.47631
O -0.79893 3.38848 -1.60771
H -2.91350 6.07264 -7.05741
H 8.09398 1.79990 0.58244
C -2.81491 -5.28634 3.81786
H -1.25557 -3.53185 -5.91170
H -4.31175 -0.94580 -5.28296
O -4.86448 5.03481 -3.06735
H 1.54445 6.31033 -1.14809
H -3.40189 2.61227 3.38991
O -3.79369 -4.16100 -6.24836
S 1.05543 -7.09636 4.62154
C -3.74086 -1.82814 -4.99534
H -2.41538 -0.50557 -3.88540
O 0.46031 -6.24634 5.62690
H -4.48197 7.32021 -5.30406
C -1.64065 -2.64587 -6.41797
C 3.66795 -7.59234 4.74249
```

- largest force on an atom (eV Å⁻¹) = 5.1
- electronic energy (eV) = -128136.2356
- HOMO-LUMO gap (eV) = 10.0

---

DFT (ωB97M-V/def2-TZVPD) results for a structure of composition C28H60BMg2NO23 at a distorted geometry.

```
115
C28H60BMg2NO23 | OMol25 | ωB97M-V/def2-TZVPD
H 7.03314 0.15039 -0.32112
O 2.07656 -1.42674 -2.10804
H 0.85255 -2.82363 4.73808
H 3.19943 0.46379 -4.17360
C -0.78410 3.81262 0.51769
H -1.92245 6.10171 -4.83162
H 2.74192 -1.28077 4.05142
H 1.69260 -3.41863 -1.45504
O 0.28016 0.64990 1.62955
C 4.72481 1.71584 1.94446
O 3.44243 2.13006 1.56533
H -0.75235 2.05325 5.92579
H -2.14834 -0.87828 0.42524
H -3.77332 -1.38482 3.91913
H 6.25834 0.59756 -1.77086
O -2.64786 -1.43518 -4.02749
H -2.68409 2.59963 4.21791
C -1.88048 6.74195 -3.94476
H 4.50619 -0.40903 1.79660
H 2.18368 3.69305 1.48533
O -2.52050 -0.06483 2.25737
C -1.91389 -3.29161 -5.36923
H -0.74636 -2.12903 -3.98617
H 0.17907 3.48870 0.08950
C -3.19321 1.06192 2.81940
O 3.25070 1.02988 -2.11686
B -1.04171 -4.85454 0.00953
H 0.54965 -0.14822 -2.72384
C 0.53183 -1.86323 5.15450
O 4.96909 0.23197 -0.09672
O -2.34909 -5.21208 -0.53948
H -3.25432 1.87360 2.09044
H -3.32349 -2.86640 4.74770
Mg -0.74139 -0.35808 3.01763
H -3.86632 -0.88722 0.91305
H -4.22607 0.81828 3.08861
H -3.24100 -1.60888 -2.07483
C -1.76724 -2.52362 -4.09057
C -2.94151 -0.30979 0.89223
H -0.30669 3.10045 4.59182
C -0.68432 -4.48778 2.22125
O -0.90481 -3.37118 0.20967
C 1.54164 -0.45083 -3.05492
C -2.54557 5.11286 -2.39099
H -2.61578 -3.55194 -7.90807
H 4.81059 1.55681 3.03341
H 2.23930 0.35442 3.39160
C 5.10944 0.38636 1.33333
H -2.69738 3.32547 -1.25984
C -3.13991 -1.79170 4.69807
O -0.80307 -5.43878 1.33396
H 2.14118 2.75828 -1.51395
H -2.96134 4.58803 -3.26137
Mg 3.26692 -0.49895 -0.98926
O -0.24647 0.93644 -0.43486
H 0.28735 -2.48462 -2.00540
O -0.23741 -5.96084 -3.11205
H 2.71211 3.25553 3.09339
O -0.57113 -2.07958 1.98813
C 3.05884 3.40585 2.06465
O 0.76460 -0.80260 4.22003
H -1.97954 -3.19108 -3.24803
H -1.11286 7.50646 -4.07186
H 1.97955 1.52175 -3.67296
C -0.75619 -3.14789 1.46315
H -1.18308 -3.01655 5.67743
N 0.60103 0.66404 0.41985
O -1.78051 -1.52468 4.39249
H -1.39958 2.92121 0.71936
C 2.54269 0.65303 -3.32201
O -1.55751 6.04253 -2.75850
O -1.63454 -2.44536 -6.44571
C -0.71326 -5.72398 -2.08537
H -0.86905 -3.90898 -7.67931
H 6.09602 0.08470 1.68944
O -1.44093 4.69080 -0.32952
H -1.18588 -4.11504 -5.33222
H -1.10224 3.53778 -1.98762
H -3.41799 -0.00507 -2.88393
H -1.36454 -2.35886 -8.41277
C 2.13377 -0.38426 4.18150
O 1.79915 0.37575 0.05165
H 1.40682 -1.00813 -3.98763
C -1.92765 4.07882 -1.50089
O -0.45089 -4.60926 3.37408
C -0.95461 -1.96244 5.48939
H 3.44876 3.05923 -2.66849
H -1.21289 -1.41134 6.40207
H -3.36680 5.64748 -1.90291
H -1.80531 -0.60518 -2.30324
H -2.90991 1.01204 4.93776
H 3.83349 2.60605 -1.03216
C -2.45955 1.54070 4.09632
O -3.04816 -5.77845 -2.58059
H -3.13240 0.62538 0.37056
C -2.77847 -0.87162 -2.74949
C 6.19013 0.73404 -0.68851
H -2.82031 7.30483 -3.85316
C 3.12563 2.42523 -1.84225
C 1.35430 -2.65565 -2.14495
C -1.63442 -3.12677 -7.69492
H 5.46379 2.47617 1.64140
O -0.07628 -5.35218 -0.97910
O -1.05711 1.29923 3.92709
C -0.34989 2.05837 4.91002
H 3.80899 4.19173 1.98447
H 1.41989 -3.10149 -3.14205
H 1.10206 -1.70974 6.07366
H 0.64705 1.63778 4.98254
H -2.91923 -3.72724 -5.40745
H 2.40393 0.06868 5.13933
C -2.20920 -5.62581 -1.78209
H 6.26949 1.80171 -0.50220
H -3.41740 -1.35255 5.65952
H -0.56957 4.25291 1.49399
```

- largest force on an atom (eV Å⁻¹) = 3.5
- electronic energy (eV) = -90145.5942
- HOMO-LUMO gap (eV) = 7.0
- charge = +2

---

DFT (ωB97M-V/def2-TZVPD) results for a structure of composition C28H61BrCl2F3O16P3Si2 at a distorted geometry.

```
116
C28H61BrCl2F3O16P3Si2 | OMol25 | ωB97M-V/def2-TZVPD
C -3.28583 -6.18300 -1.87565
H 3.24296 6.50277 -4.75402
C 0.47293 4.97359 -4.02576
H 1.42946 -4.96661 -0.86054
O 4.67790 3.86896 4.40380
C -1.49911 1.64202 3.94576
H -0.83654 5.03499 2.50928
C 1.82306 -5.57248 -1.75192
C -0.48998 6.95323 -7.20401
H 0.30997 7.69546 -7.24847
H -4.39094 -4.41751 2.62036
P 4.35008 2.30865 3.98198
H 0.38868 -4.57172 -3.20316
H -0.69336 -7.28195 -1.89337
H -3.67386 -1.14792 -3.68758
H -4.11190 -6.74911 -2.44646
O 1.13989 -3.57708 2.00662
O -1.10163 -0.43688 1.22763
H -2.28730 5.36509 1.53374
C 2.06523 3.47987 3.13837
H 1.23295 -2.90323 4.05271
H 1.31373 2.71149 3.32459
O -1.71518 0.25299 -4.62283
H 0.46021 3.93468 -4.36482
F -1.52210 1.27192 -1.41025
H 4.14156 -2.11174 1.42729
C -3.28576 -1.07699 0.24365
O -4.24969 -3.27922 -1.67735
P 1.43040 5.20550 -6.45941
H 2.01329 -1.64990 2.39922
H 4.44646 5.83562 -5.89800
H 0.83440 -6.35438 -3.66414
H 2.47574 -2.54930 -1.06123
C -1.78120 4.61940 2.14787
O 3.20313 1.73400 4.80989
O -0.92999 2.91626 4.21690
C 5.49350 2.24320 6.42867
H 6.15295 5.21546 3.91152
H -0.51423 5.23689 -3.64457
H -2.86960 -6.95134 -1.11455
H -4.75392 6.32378 5.56683
C -0.74429 0.61518 -2.38934
C -2.05406 -5.75251 -2.82030
C -5.37657 -4.03278 2.19097
H 2.52587 -4.13676 3.57283
H 1.20322 5.07697 -3.22011
H 6.06693 1.56494 7.06408
O -2.63714 4.24213 3.22150
Br -2.00531 -2.64490 2.69145
C -5.62211 -5.45403 -0.02158
H 5.10223 -4.23649 -1.46630
C 3.73518 5.59463 -5.10506
H -6.08262 -3.68796 3.03502
H -0.90534 -1.33183 -3.48947
O 2.26325 6.21581 -7.24478
H 5.97048 3.22616 6.45847
Cl -7.66917 -5.81520 1.94189
H 2.07029 -6.64727 -1.44767
H 2.19112 4.10394 4.02478
H 3.86514 -5.08657 -0.34485
H 4.47686 2.31335 6.82153
H 2.63637 -3.90372 -2.99823
H -2.09571 -4.65686 -3.13182
H -3.27907 0.04864 -0.02118
F -0.12371 1.65335 -3.16473
C -4.28676 5.56635 4.93385
H -3.05230 -4.52967 0.31543
C 3.48024 -2.86881 -0.59767
H -1.08594 -0.16731 -5.24500
H -1.69210 -2.69160 -1.35468
C -3.02187 -0.77496 -2.81109
C -2.06200 -1.25070 1.28787
H -5.16780 -3.10868 1.55613
H 1.32946 -1.93464 0.71683
H -1.57221 3.73872 1.53600
P -1.97319 4.18663 4.73023
C 3.06192 -4.78759 -2.41425
Si -3.02574 -2.09445 -1.38037
O -2.76700 3.26509 5.65283
C 5.33066 4.68170 3.43391
C 1.92786 -2.43085 1.56533
H -1.59799 1.07752 4.87551
H 3.65525 -5.51408 -3.06741
O 3.28975 2.87063 2.74743
H 3.62974 -3.87771 1.44442
C 3.99881 -4.29878 -1.17084
H -2.46986 1.73002 3.45517
O -2.89911 5.54883 5.22056
H 0.75213 -4.66386 3.79653
O 0.01095 5.63346 -7.32832
C 1.43926 -3.82177 3.40564
Si -3.98712 -4.74955 -0.80218
H 4.61550 5.40901 3.04315
C 0.59629 -5.62643 -2.81737
Cl -6.59818 -6.72601 -0.95253
O 5.51166 1.72917 5.10799
O 0.81993 5.86826 -5.07899
H -4.75490 4.60162 5.14105
H -4.28834 -1.27025 0.75243
H -3.52918 0.17311 -2.41786
H -2.06548 -6.46899 -3.72835
H 4.24572 -2.07254 -0.89513
H -0.81922 1.10179 3.28401
F 0.31631 -0.08789 -1.76889
C -1.55192 -0.40745 -3.32573
H 1.72080 4.10754 2.31327
O 2.79621 4.63831 -5.57693
C -6.12594 -5.08501 1.24705
H -1.04331 7.06102 -6.26763
C -0.69465 -6.13238 -2.00993
H -1.17922 7.13327 -8.03174
C 3.37753 -2.84892 1.00951
H 5.72364 4.08716 2.60490
H 4.28268 5.14744 -4.27291
H -0.76551 -5.72158 -0.93636
H -4.45366 5.84209 3.88943
```

- largest force on an atom (eV Å⁻¹) = 9.2
- electronic energy (eV) = -209635.7792
- HOMO-LUMO gap (eV) = 6.4

---

DFT (ωB97M-V/def2-TZVPD) results for a cluster of 7 separate species, C28H62BN7O11 in total at a distorted geometry.

```
109
C28H62BN7O11 | OMol25 | ωB97M-V/def2-TZVPD
H 10.10293 -0.13103 -4.14531
H 10.68138 -2.16191 -0.93930
H -0.92005 1.97133 5.96979
C -1.11361 -3.87440 -2.03100
H -1.16080 -4.91945 -1.57280
H 9.95730 -3.00211 -2.33353
C 10.25544 -2.02988 -1.93598
O 3.03742 -2.27777 -3.21439
H -0.55541 -0.89069 -1.72731
N -4.02715 2.24115 -3.17018
H -5.92978 1.59213 -2.67169
H 2.76505 -2.58460 -0.66224
H 4.41881 -2.90820 0.20845
B 4.32445 -1.99869 -2.61226
C -3.45125 4.16832 -1.77064
O -2.35059 -0.93197 -4.60529
H 2.98685 -5.13117 5.47717
H 1.09775 -0.19028 3.76924
O 7.78099 0.58733 -2.22882
C 2.62730 -5.65845 4.59116
C 0.20188 -3.84745 -2.99872
H -0.91717 -3.11352 -1.18296
C 9.91413 0.55639 -3.31754
H -3.55855 3.74761 1.23794
H -4.08806 3.85288 -0.94207
H -2.94934 1.73097 4.43673
C -0.91879 -0.38833 -2.69598
N -0.15127 1.40641 5.63690
C 0.20706 1.66831 4.34880
C -2.10701 -1.19632 -3.38837
C -4.80300 3.89203 2.97281
H -7.67695 6.87630 2.06164
H 8.31599 -1.51952 -1.23661
H 0.98568 -5.66552 -1.99404
C -2.46394 -3.58255 -2.84942
H -4.14201 -0.96189 -1.44308
H 3.22778 -1.50713 0.74510
H 0.39587 -2.74003 -3.20769
H 1.25189 -0.11035 6.07756
H 1.28809 -4.12083 3.99716
N -7.50739 5.44398 0.51758
H -5.70277 3.34875 -2.50957
H -2.56762 4.65770 -1.36220
H -3.91870 -2.65887 -0.79735
H 10.83047 0.71377 -2.74394
N -2.98340 -2.18893 -2.74113
H -3.68947 1.45005 -3.70377
C 1.36885 -4.59419 -2.19983
H -5.27670 7.74680 -0.45880
H 3.45103 -6.20976 4.14337
C -8.08971 5.91802 1.75506
C -3.36238 -1.81129 -1.35103
C -3.04068 2.97203 -2.58464
H -5.82557 2.61715 -4.12552
O 5.55088 -2.41456 -3.23302
H -7.89403 5.17722 2.53035
H -2.64561 2.29728 2.78134
C 3.65089 -2.13008 -0.10887
H 5.47441 -0.96897 -0.88540
H 6.19058 -1.66595 -3.29561
C 0.43518 0.43917 6.54031
H 1.84136 -6.35872 4.88130
H 3.79087 -4.91170 0.81250
H -0.05421 -4.39479 -3.96492
H -0.05220 -0.31851 -3.45561
O -1.86593 2.64775 -2.72882
H 3.33990 -6.28541 1.83412
C 3.59203 -5.22242 1.83656
C -6.55696 6.05102 -0.23968
H -1.27575 0.68118 -2.49025
H 1.46420 -4.09663 -1.17688
O 2.61768 -4.74865 -2.92776
H 4.49173 -5.05146 2.43241
H -3.27621 -4.26750 -2.39126
H -4.05367 5.39586 1.65375
H -6.84007 8.10468 0.29218
N -4.56467 2.69507 3.57303
C 2.93708 -3.60790 -3.70327
H -5.31661 2.38005 4.16986
C 8.83814 -0.00021 -2.42337
H -2.81064 4.59332 2.62729
C 4.39505 -1.15818 -1.20062
H 1.52313 1.18455 2.73747
C -6.02741 7.37676 0.23825
H 0.81009 0.96935 7.41812
H 9.59388 1.51283 -3.72778
H 2.25607 1.04897 4.34371
O -6.15804 5.52008 -1.27175
C -5.45517 2.47369 -3.10848
O 3.09923 -3.77562 -4.93864
H -3.69498 0.88897 3.05433
H -3.98362 4.88279 -2.40089
N 2.06138 -4.68746 3.67830
O 1.86364 -3.56563 1.74623
H -5.56277 7.25962 1.22005
H -0.34285 -0.26307 6.84699
H 3.78412 -0.18542 -1.30479
H -2.40133 -3.87771 -3.96313
H 11.00432 -1.58944 -2.59034
H -9.16822 6.01889 1.61238
C -3.73436 4.43907 2.06463
N 9.07452 -1.19985 -1.82304
C 1.34559 0.87382 3.76586
C -3.38717 1.86137 3.44573
H -2.50558 -1.42459 -0.70218
H -7.82242 4.55929 0.14536
O -0.38907 2.52341 3.70662
C 2.44508 -4.42429 2.39804
O -5.85679 4.48637 3.17779
```

- largest force on an atom (eV Å⁻¹) = 5.7
- SMILES = CCB(O)OC(=O)OCCCCN(C)C(C)=O.CNC(C)=O.CNC(C)=O.CNC(C)=O.CNC(C)=O.CNC(C)=O.CNC(C)=O
- electronic energy (eV) = -63672.8902
- HOMO-LUMO gap (eV) = 8.9

---

Sequential E_HOMO output: -0.3555 -0.4722 -0.3480 -0.3228 hartree